Entry 1:
Here is a structure of composition C7H9N at a distorted geometry from the OMol25 dataset. Energies are from ωB97M-V/def2-TZVPD.

## Properties
HOMO   -8.3 eV
Total energy   -326.67719 a.u.
LUMO level   0.0361 Eh
Total charge   0
Relative energy (zero: lowest compared OMol25 entry of this formula, charge and spin)   134.15 kcal/mol
Orbital gap   9.27 eV

Geometry as XYZ:
```
17
C7H9N | the OMol25 dataset | ωB97M-V/def2-TZVPD
C 0.747 0.449 -0.521
C 1.065 -0.468 0.826
H -1.753 0.430 1.276
N 0.056 -0.748 -1.214
H 2.720 0.015 -0.946
H -1.893 -1.581 -0.680
H -0.062 2.106 0.553
C -1.596 0.477 0.200
C -1.142 -0.864 -0.339
H 2.150 -0.649 0.769
H -0.709 1.987 -1.080
H 0.374 -2.532 0.077
C 2.081 0.657 -0.411
C -0.436 1.402 -0.194
H -2.516 0.852 -0.245
H 0.791 -0.074 1.843
C 0.124 -1.461 0.085
```

Entry 2:
Here is the ion C7H9N2O4 with charge -1 at a distorted geometry from the OMol25 dataset. Energies are from ωB97M-V/def2-TZVPD.

## Properties
HOMO (alpha / beta)   -3.7 / -2.1 eV
Total energy   -682.46449 a.u.
LUMO level (alpha / beta)   0.1192 / 0.1234 Eh
Total charge   -1
Relative energy (zero: lowest compared OMol25 entry of this formula, charge and spin)   139.11 kcal/mol
Orbital gap (alpha / beta)   6.98 / 5.45 eV

Geometry as XYZ:
```
22
C7H9N2O4 | the OMol25 dataset | ωB97M-V/def2-TZVPD
N 0.034 1.523 -1.075
O 4.286 -0.018 0.456
C 0.418 -0.687 1.698
H 1.060 0.000 1.328
C 1.244 1.440 -0.775
N 0.470 -1.561 -0.876
H 0.164 -2.197 -1.605
C 3.416 0.668 0.000
C -0.704 -1.048 -0.422
O 2.723 -1.908 -0.974
C 2.185 0.303 -0.516
O -1.850 -1.111 -1.043
H 0.354 -0.506 2.769
C 1.880 -1.056 -0.825
O -0.773 -0.735 0.967
H 3.668 1.788 0.128
H -3.411 -0.327 -1.689
C -2.736 0.023 -1.010
H -3.265 0.303 0.002
H 0.857 -1.600 1.732
H 1.796 2.505 -0.677
H -2.014 0.781 -1.235
```

Entry 3:
Here is a structure of composition C7H9N2O5Se2Ti at a distorted geometry from the OMol25 dataset. Energies are from ωB97M-V/def2-TZVPD.

## Properties
HOMO (alpha / beta)   -0.8 / -0.9 eV
Total energy   -6410.39545 a.u.
LUMO level (alpha / beta)   0.1822 / 0.1821 Eh
Total charge   -2
⟨S²⟩   0.76
Spin multiplicity   2
Relative energy (zero: lowest compared OMol25 entry of this formula, charge and spin)   22.35 kcal/mol
Orbital gap (alpha / beta)   5.77 / 5.82 eV

Geometry as XYZ:
```
26
C7H9N2O5Se2Ti | the OMol25 dataset | ωB97M-V/def2-TZVPD
C -1.758 -1.507 -0.656
C 1.637 -0.144 -1.191
C 1.057 0.675 -2.359
H -0.265 -1.337 -2.157
H -0.238 1.355 2.297
N 0.537 -0.640 -0.353
O -2.086 -0.346 -0.220
Ti -0.739 1.241 -0.172
H 0.060 -2.622 -0.982
C -2.686 2.677 0.585
H 1.885 -1.692 0.897
H 2.235 -0.969 -1.595
N -2.426 2.616 -0.554
C 0.849 -0.241 2.103
C 0.893 -1.221 0.953
O 1.672 0.700 -3.419
O -0.070 1.259 -2.121
H 0.996 -0.801 3.036
O -0.426 0.400 2.130
H 1.616 0.529 1.997
Se 0.935 2.798 0.765
H 0.171 -2.017 1.146
C -0.298 -1.594 -1.098
O -2.490 -2.484 -0.778
H 2.230 0.542 -0.582
Se -3.287 2.822 2.327
```

Entry 4:
Here is the ion C7H9N2S with charge +1 at a distorted geometry from the OMol25 dataset. Energies are from ωB97M-V/def2-TZVPD.

## Properties
HOMO   -12.5 eV
Total energy   -779.51084 a.u.
LUMO level   -0.1622 Eh
Total charge   +1
Relative energy (zero: lowest compared OMol25 entry of this formula, charge and spin)   44.47 kcal/mol
Orbital gap   8.10 eV

Geometry as XYZ:
```
19
C7H9N2S | the OMol25 dataset | ωB97M-V/def2-TZVPD
C 0.907 0.506 -0.334
H 2.408 1.989 -0.551
C 1.994 1.317 0.223
H -3.405 2.123 0.364
H 0.442 -3.376 0.073
H 0.913 0.136 -1.363
H 1.598 1.800 1.190
H 2.895 0.635 0.457
N -0.807 -1.984 -0.495
C -0.469 0.456 -0.050
H -1.463 -2.787 -0.586
C -1.270 1.595 0.250
N 1.342 -1.462 0.247
H 2.283 -1.658 0.625
S -2.949 -0.309 -0.041
C -1.276 -0.687 -0.313
C -2.634 1.403 0.238
H -0.927 2.568 0.219
C 0.418 -2.266 -0.152
```

Entry 5:
Here is an isolated molecule of C7H9N3 at a distorted geometry from the OMol25 dataset. Energies are from ωB97M-V/def2-TZVPD.

## Properties
HOMO   -8.6 eV
Total energy   -436.25583 a.u.
LUMO level   0.0279 Eh
Total charge   0
SMILES   CN1C=CC[C@H]2[C@@H]1N2C#N
Relative energy (zero: lowest compared OMol25 entry of this formula, charge and spin)   100.65 kcal/mol
Orbital gap   9.35 eV

Geometry as XYZ:
```
19
C7H9N3 | the OMol25 dataset | ωB97M-V/def2-TZVPD
H 2.287 -1.711 -0.942
C -2.720 -0.021 -0.454
C 1.492 0.032 -0.430
C -0.612 0.316 0.523
N -1.375 -0.202 -0.661
N -3.819 0.397 -0.191
H 2.429 0.597 -0.797
C 1.394 -1.284 -0.455
H -1.253 0.979 1.229
H -0.070 -3.206 -0.437
H 0.620 -2.588 1.159
C 0.694 2.305 0.006
H 0.293 2.607 -1.079
N 0.706 0.909 0.324
C 0.251 -2.151 0.173
H -1.671 -1.449 1.134
H 0.442 3.097 0.768
C -0.927 -1.117 0.392
H 1.839 2.490 -0.261
```

Entry 6:
Here is an isolated molecule of C7H9N3 at a distorted geometry from the OMol25 dataset. Energies are from ωB97M-V/def2-TZVPD.

## Properties
HOMO (alpha / beta)   -7.2 / -7.4 eV
Total energy   -436.20023 a.u.
LUMO level (alpha / beta)   0.0078 / 0.0056 Eh
Total charge   0
Relative energy (zero: lowest compared OMol25 entry of this formula, charge and spin)   135.53 kcal/mol
Orbital gap (alpha / beta)   7.39 / 7.51 eV

Geometry as XYZ:
```
19
C7H9N3 | the OMol25 dataset | ωB97M-V/def2-TZVPD
C 1.244 0.915 1.266
C -2.085 -0.680 -0.145
N 0.015 -1.472 0.554
H -3.678 0.316 -1.273
N -0.792 -0.827 -0.209
H -2.505 -1.138 0.819
N 0.714 0.956 -1.166
H -1.411 1.123 -2.748
H 0.889 -1.533 -0.028
C -1.608 0.420 -2.028
C -0.324 -0.153 -1.403
C -2.646 0.087 -1.162
H 0.825 1.614 2.017
H 2.754 0.975 2.460
C 0.929 1.015 0.020
H 0.116 -0.856 -2.159
H 2.078 -0.799 2.200
H 3.092 -0.144 1.103
C 2.392 0.180 1.881
```

Entry 7:
Here is a cluster of 2 separate species, C7H9N3O in total at a distorted geometry from the OMol25 dataset. Energies are from ωB97M-V/def2-TZVPD.

## Properties
HOMO (alpha / beta)   -8.5 / -8.6 eV
Total energy   -511.52164 a.u.
LUMO level (alpha / beta)   -0.0358 / -0.0369 Eh
Total charge   0
Relative energy (zero: lowest compared OMol25 entry of this formula, charge and spin)   77.75 kcal/mol
Orbital gap (alpha / beta)   7.50 / 7.62 eV

Geometry as XYZ:
```
20
C7H9N3O | the OMol25 dataset | ωB97M-V/def2-TZVPD
N 1.829 0.350 -0.165
H 1.480 -2.586 -0.594
C 1.589 -1.929 0.326
N -0.206 1.845 2.470
C 0.714 0.324 0.552
C 2.362 -0.794 -0.306
H -0.604 -1.413 0.530
C 0.349 -1.095 0.918
H -0.171 2.640 -0.720
C 0.295 1.236 1.615
O -2.277 0.148 -0.681
N -2.432 2.076 0.450
H 2.009 -2.401 1.193
H 0.355 -1.040 1.950
C -1.785 1.297 -0.400
H -0.149 1.188 -1.833
H -3.177 1.592 0.933
C -0.549 1.647 -0.939
H -2.096 2.966 0.768
H 3.187 -0.924 -0.974
```

Entry 8:
Here is an isolated molecule of C7H9N3O2 at a distorted geometry from the OMol25 dataset. Energies are from ωB97M-V/def2-TZVPD.

## Properties
HOMO   -9.3 eV
Total energy   -586.89079 a.u.
LUMO level   0.0187 Eh
Total charge   0
SMILES   N[C@H](Cc1ncccn1)C(=O)O
Relative energy (zero: lowest compared OMol25 entry of this formula, charge and spin)   18.58 kcal/mol
Orbital gap   9.85 eV

Geometry as XYZ:
```
21
C7H9N3O2 | the OMol25 dataset | ωB97M-V/def2-TZVPD
N 0.341 1.467 0.844
O 1.001 0.281 -2.518
H 2.074 -2.092 -0.760
C -0.056 0.180 0.708
N -1.369 -0.225 0.616
C -1.938 1.991 1.443
C 1.244 -1.374 -0.744
O 2.720 0.414 -1.136
C 1.742 -0.167 -1.526
H -2.616 2.649 1.981
H 1.905 -0.511 1.251
H -0.284 3.359 1.384
H -3.249 0.323 0.698
H 0.324 -0.407 -2.609
H 0.191 -2.838 -1.612
H -0.833 -1.651 -0.887
C 1.011 -0.915 0.717
H 0.564 -1.704 1.308
C -0.563 2.313 1.258
N 0.069 -1.862 -1.347
C -2.279 0.767 0.930
```

Entry 9:
Here is an isolated molecule of C7H9N3O3 at a distorted geometry from the OMol25 dataset. Energies are from ωB97M-V/def2-TZVPD.

## Properties
HOMO   -8.4 eV
Total energy   -661.97058 a.u.
LUMO level   -0.0295 Eh
Total charge   0
SMILES   NC(=O)/C=C/C=C\C=C(\N)[N+](=O)[O-]
Relative energy (zero: lowest compared OMol25 entry of this formula, charge and spin)   131.46 kcal/mol
Orbital gap   7.58 eV

Geometry as XYZ:
```
22
C7H9N3O3 | the OMol25 dataset | ωB97M-V/def2-TZVPD
C 0.737 -1.611 0.646
C -1.663 -1.026 0.188
O 0.390 2.172 1.239
C -0.329 -0.724 0.743
O -1.466 2.091 0.144
H 0.529 -2.651 0.423
C 2.481 0.006 0.110
H 2.826 -1.900 0.954
H 2.205 1.197 -1.595
N -2.702 -0.468 0.855
C 2.053 -1.186 0.706
O -1.809 -1.665 -0.842
N -0.402 0.982 -1.877
H 3.552 0.140 0.037
H -3.624 -0.540 0.458
N -0.291 1.785 0.309
H -0.304 0.186 -2.488
H -0.265 -0.005 1.544
H -2.575 0.152 1.637
H -1.356 1.310 -1.763
C 0.302 0.963 -0.709
C 1.711 0.790 -0.720
```

Entry 10:
Here is the ion C7H9N4OS with charge +1 at a distorted geometry from the OMol25 dataset. Energies are from ωB97M-V/def2-TZVPD.

## Properties
HOMO   -12.1 eV
Total energy   -964.33081 a.u.
LUMO level   -0.1314 Eh
Total charge   +1
SMILES   [NH2+]=C1NC(=S)N[C@@H](c2ccco2)N1
Relative energy (zero: lowest compared OMol25 entry of this formula, charge and spin)   10.33 kcal/mol
Orbital gap   8.54 eV

Geometry as XYZ:
```
22
C7H9N4OS | the OMol25 dataset | ωB97M-V/def2-TZVPD
C 1.122 1.769 -0.103
H 0.942 2.453 1.833
N 1.073 0.674 -0.844
O -1.584 -0.317 -0.960
N 1.074 -0.574 1.163
C 0.950 0.499 1.919
H 1.512 0.684 -1.777
H 1.480 3.162 -1.663
H -3.571 -0.656 -1.499
N 1.107 1.759 1.233
C 0.774 -0.685 -0.312
H 1.513 -1.377 -0.594
C -1.156 -2.360 -0.214
H 1.371 3.750 -0.073
C -2.705 -1.075 -1.041
H -0.623 -3.191 0.190
H -3.206 -3.114 -0.579
C -2.525 -2.302 -0.472
N 1.188 2.962 -0.707
H 1.199 -1.459 1.471
C -0.682 -1.129 -0.517
S 0.746 0.526 3.546
```

Entry 11:
Here is an isolated molecule of C7H9NO at a distorted geometry from the OMol25 dataset. Energies are from ωB97M-V/def2-TZVPD.

## Properties
HOMO   -7.7 eV
Total energy   -401.94211 a.u.
LUMO level   0.0303 Eh
Total charge   0
SMILES   COc1ccccc1N
Relative energy (zero: lowest compared OMol25 entry of this formula, charge and spin)   124.81 kcal/mol
Orbital gap   8.53 eV

Geometry as XYZ:
```
18
C7H9NO | the OMol25 dataset | ωB97M-V/def2-TZVPD
C 1.911 0.827 -0.056
H 0.831 3.059 0.368
C 0.090 -1.264 -0.135
H -2.425 -1.280 1.075
H 3.578 -0.884 0.136
O -1.716 0.429 -0.139
C 1.539 -1.511 0.009
H 1.684 -2.437 -0.348
H -0.583 -1.957 -0.157
H 2.838 1.576 -0.038
H -0.931 2.473 0.057
C -2.590 -0.551 0.026
C 0.517 1.209 -0.107
N 0.041 2.427 -0.101
H -3.812 -0.130 0.313
H -2.867 -1.503 -0.835
C 2.338 -0.544 0.020
C -0.443 0.063 -0.087
```

Entry 12:
Here is an isolated molecule of C7H9NO2 at a distorted geometry from the OMol25 dataset. Energies are from ωB97M-V/def2-TZVPD.

## Properties
HOMO   -7.8 eV
Total energy   -477.25220 a.u.
LUMO level   0.0213 Eh
Total charge   0
SMILES   C[C@@H]1c2[nH]c(=O)oc2[C@H]1C
Relative energy (zero: lowest compared OMol25 entry of this formula, charge and spin)   87.66 kcal/mol
Orbital gap   8.36 eV

Geometry as XYZ:
```
19
C7H9NO2 | the OMol25 dataset | ωB97M-V/def2-TZVPD
C 2.065 -0.125 0.710
H 0.317 1.517 -0.063
C 0.573 -0.431 0.903
O 0.089 -2.107 -1.151
H 2.703 -1.035 0.631
H 0.424 -0.665 1.961
H 2.229 0.239 -0.371
H -0.597 1.698 2.361
C -1.009 -0.105 -0.626
H -1.600 2.566 1.025
H -1.685 -0.090 -2.821
O -0.582 -2.173 -3.332
H -2.020 0.913 1.841
H 2.362 0.664 1.487
C -0.541 -1.592 -2.304
N -1.094 -0.366 -2.013
C -0.065 -1.254 -0.169
C -1.220 1.542 1.465
C -0.349 0.803 0.466
```

Entry 13:
Here is a structure of composition C7H9NO2Pb at a distorted geometry from the OMol25 dataset. Energies are from ωB97M-V/def2-TZVPD.

## Properties
HOMO (alpha / beta)   -18.1 / -17.6 eV
Total energy   -669.36403 a.u.
LUMO level (alpha / beta)   -0.5028 / -0.5144 Eh
Total charge   +2
Relative energy (zero: lowest compared OMol25 entry of this formula, charge and spin)   26.15 kcal/mol
Orbital gap (alpha / beta)   4.42 / 3.58 eV

Geometry as XYZ:
```
20
C7H9NO2Pb | the OMol25 dataset | ωB97M-V/def2-TZVPD
H -0.242 0.757 -1.810
H -0.304 -0.891 -1.121
H -0.324 2.485 1.838
C -0.695 0.392 4.506
H -1.185 2.485 4.184
C 0.824 -1.894 1.853
C 0.298 -0.675 2.594
O 0.312 -2.974 2.111
C -0.757 1.580 3.765
H -0.161 -1.738 4.358
C -0.191 -0.755 3.895
C -0.242 1.594 2.464
H -2.438 0.412 -2.101
C 0.367 -0.079 -1.446
O 1.779 -1.681 0.971
H 1.028 -0.450 -2.254
H -2.500 0.793 -1.430
H -1.033 0.347 5.545
Pb 2.014 0.385 0.178
N 0.384 0.507 1.948
```

Entry 14:
Here is an isolated molecule of C7H9NO2S2 at a distorted geometry from the OMol25 dataset. Energies are from ωB97M-V/def2-TZVPD.

## Properties
HOMO (alpha / beta)   -6.9 / -7.4 eV
Total energy   -1273.49956 a.u.
LUMO level (alpha / beta)   0.0157 / -0.0437 Eh
Total charge   0
⟨S²⟩   2.01
Spin multiplicity   3
Relative energy (zero: lowest compared OMol25 entry of this formula, charge and spin)   48.30 kcal/mol
Orbital gap (alpha / beta)   7.31 / 6.24 eV

Geometry as XYZ:
```
21
C7H9NO2S2 | the OMol25 dataset | ωB97M-V/def2-TZVPD
S 1.849 -0.200 -2.833
C -0.691 -0.332 -0.758
C -2.367 -0.224 0.567
H -0.095 2.732 -0.168
H 2.598 0.369 0.872
H 2.516 -1.129 -0.285
O 1.198 -1.521 -2.576
H 1.670 -0.934 2.455
C -2.085 0.395 -0.858
N -1.116 -0.719 0.583
H -2.070 1.498 -0.965
H -0.383 -1.178 -1.436
H -2.762 0.111 -1.617
C 1.138 -0.893 1.537
C 0.531 2.037 0.261
C -0.208 -1.094 1.538
O -3.276 -0.304 1.300
C 1.928 -0.345 0.406
H 1.468 2.494 0.269
S 0.818 0.659 -0.741
H -0.662 -1.424 2.446
```

Entry 15:
Here is an isolated molecule of C7H9NO3S at a distorted geometry from the OMol25 dataset. Energies are from ωB97M-V/def2-TZVPD.

## Properties
HOMO   -8.3 eV
Total energy   -950.59186 a.u.
LUMO level   0.0150 Eh
Total charge   0
SMILES   C#CCN(/C=C\O)S(=O)(=O)C=C
Relative energy (zero: lowest compared OMol25 entry of this formula, charge and spin)   128.16 kcal/mol
Orbital gap   8.73 eV

Geometry as XYZ:
```
21
C7H9NO3S | the OMol25 dataset | ωB97M-V/def2-TZVPD
C -0.549 2.082 -1.038
H -0.080 -1.321 2.105
H 3.221 0.538 2.073
H 1.355 1.780 -0.584
C 0.417 1.185 -0.860
H -2.109 1.013 -1.584
C 1.534 -1.044 -0.860
H 2.391 -1.187 -1.636
H -2.329 0.339 1.175
H -0.432 3.132 -0.697
C 2.182 -0.555 0.326
H -1.560 -0.766 3.065
N 0.416 -0.181 -1.125
C -1.504 -0.336 0.977
C -1.041 -0.823 2.119
O -0.815 -2.289 -0.330
S -1.056 -0.906 -0.643
H 1.070 -2.082 -0.690
O -1.838 1.965 -1.312
O -2.061 -0.597 -1.629
C 2.788 0.054 1.148
```

Entry 16:
Here is a cluster of 2 separate species, C7H9O3 in total at a distorted geometry from the OMol25 dataset. Energies are from ωB97M-V/def2-TZVPD.

## Properties
HOMO (alpha / beta)   -12.3 / -12.8 eV
Total energy   -497.41461 a.u.
LUMO level (alpha / beta)   -0.1942 / -0.1852 Eh
Total charge   +1
Relative energy (zero: lowest compared OMol25 entry of this formula, charge and spin)   57.76 kcal/mol
Orbital gap (alpha / beta)   7.01 / 7.73 eV

Geometry as XYZ:
```
19
C7H9O3 | the OMol25 dataset | ωB97M-V/def2-TZVPD
C 3.293 1.258 -0.443
H 4.124 0.785 -0.937
O -0.559 0.010 4.393
H 1.061 0.149 0.344
C -0.926 -0.434 3.412
C 2.071 0.964 -1.208
H -0.384 0.599 -2.496
H 3.332 1.112 0.579
H 3.528 2.340 -0.609
H 2.109 1.109 -2.322
C -0.263 0.236 -1.424
C -3.192 -1.568 -0.122
H -2.890 -2.275 -0.911
C 0.970 0.387 -0.649
H -3.085 -1.961 1.050
H -4.201 -1.201 0.039
C -2.389 -0.349 -0.270
O -1.260 -0.977 2.436
O -1.339 -0.184 -0.865
```